The following is a quantum chemistry calculation of a cluster of 2 separate species, C5H11NO in total in a non-equilibrium geometry, from the OMol25 dataset.

```
18
Properties=species:S:1:pos:R:3:forces:R:3:mulliken_charge:R:1
H 0.22640 2.17577 -4.57391 -0.85 -0.67 -0.81 0.25
H -1.40271 -4.28782 3.04309 -0.15 0.20 -0.34 0.30
H -0.78909 0.72870 -3.94299 -0.01 0.50 -1.19 0.26
H 1.61296 1.93845 -2.77361 0.08 -0.40 -0.35 0.30
H -0.43832 -3.63568 3.95314 0.13 0.43 -0.11 0.31
H 1.71538 0.73483 -0.02769 -0.63 -1.14 -1.07 0.25
H -0.53344 -0.03399 2.81940 -0.11 -0.65 -0.11 0.29
O -0.94706 -3.44308 3.15396 -0.02 -0.70 0.48 -0.63
H 1.12777 0.12558 2.46059 -0.06 -0.28 -0.17 0.25
C 0.19130 -0.32766 2.04664 1.17 2.20 0.57 -0.99
C 0.01050 1.14093 -1.52657 1.15 -0.08 1.31 -0.69
H 0.39178 -1.38162 2.02883 -0.34 -0.78 -0.07 0.20
C 0.63653 0.57289 -0.32129 -0.92 2.07 -0.41 -0.59
N -0.13485 1.50084 -3.92498 0.39 0.38 1.22 -0.56
C 0.63347 1.44441 -2.74517 0.69 0.62 1.02 -0.21
H -0.93620 1.64780 -1.24121 -0.08 -0.86 -0.69 0.16
H -1.18721 0.74154 0.81634 -0.38 -0.25 -0.74 0.29
C -0.17719 0.35810 0.75542 -0.05 -0.59 1.47 -0.21
```
Positions in Å, forces in eV/Å.

Its expectation value of S² is 0.79. As for the spin multiplicity: 2. The value obtained for the calculated total energy is -326.951685 hartree. As for the net charge: -1.

The following is a quantum chemistry calculation of a cluster of 6 separate species, C42H91N6O7 in total in a non-equilibrium geometry, from the OMol25 dataset.

```
146
Properties=species:S:1:pos:R:3:forces:R:3:mulliken_charge:R:1
H -4.82373 -7.70134 -6.33155 0.03 0.09 -0.10 0.39
C -2.09691 -7.40369 -4.17737 0.36 -0.13 -0.35 -1.14
H -1.83867 -1.85950 -2.62518 0.06 0.23 0.00 0.30
H -2.16859 -3.41532 -0.73834 0.02 -0.06 0.21 0.45
H -4.20440 -3.95302 -5.01487 0.13 0.06 0.05 0.22
C -2.75057 -1.82344 -2.02249 -0.18 -0.45 -0.04 -1.21
H 0.37983 6.68311 6.78699 0.00 0.02 -0.01 0.16
C 1.85270 -4.87948 -5.57815 -0.10 0.37 -0.25 -1.02
H -4.57192 0.35689 0.98211 -0.24 0.07 -0.30 0.33
H -2.54368 -4.81138 -9.58272 -0.03 -0.23 -0.05 0.41
H 2.79824 11.46961 9.98018 0.00 0.00 0.04 0.30
C -3.96038 -4.85953 -5.57761 -0.39 0.12 -0.10 0.34
H 3.48085 0.18528 -5.95294 -0.01 0.00 0.07 0.28
H -0.40496 -3.65343 2.53813 -0.10 -0.40 0.03 0.43
C -4.77190 -6.00324 -4.97019 0.07 0.10 -0.21 -1.06
H 4.66034 -1.01696 -5.42583 -0.02 0.04 0.08 0.17
H -0.83328 1.91530 7.43738 -0.02 0.04 0.02 0.17
H 5.03018 0.71768 -5.25524 0.05 0.02 -0.04 0.40
H 4.15967 10.60298 6.62764 0.00 0.00 0.00 0.25
H -1.54715 0.63224 8.42790 0.10 -0.04 -0.03 0.37
H 5.79526 11.85296 7.28229 -0.01 -0.01 -0.02 0.29
H -2.62200 -7.83207 -3.32437 -0.12 0.10 0.06 0.36
C -4.30412 -4.56437 -7.04888 0.51 0.43 0.30 -0.90
H 0.34893 0.12192 -0.03281 -0.11 -0.10 -0.07 0.04
H -5.16620 -3.89661 -7.03534 -0.24 -0.24 -0.17 0.46
H -0.41478 3.02310 2.29672 -0.01 0.04 -0.03 0.02
H -0.23139 -3.49847 -6.56644 -0.27 0.03 0.05 0.27
H 1.21836 -2.93135 -4.87062 -0.11 -0.05 -0.07 0.07
H 2.77779 -5.45644 -5.52679 0.02 -0.07 0.00 0.43
H -3.57103 -3.09936 -8.44113 0.21 0.13 -0.09 0.45
C -2.84042 -7.64938 -5.49335 -0.13 0.05 0.37 0.41
H -5.81123 -5.85964 -5.27695 -0.09 0.00 0.13 0.35
C 6.21692 0.88751 -7.51472 -0.11 -0.04 0.14 -0.92
H 2.59200 -1.30115 -3.85427 0.12 0.10 -0.05 0.41
C 1.26343 7.49425 9.77000 0.00 0.03 -0.09 -0.70
O 2.06634 4.68209 7.69066 -0.10 0.05 0.01 -0.60
H -3.52243 -2.48469 -0.13128 0.02 0.13 0.18 0.39
C -1.68246 -2.14807 1.68020 0.19 -0.31 0.47 -0.75
H 0.63117 3.39039 6.20090 0.12 0.01 0.00 0.23
H 5.39178 12.94938 8.61307 0.04 0.02 -0.02 0.34
C -3.02739 0.70454 2.11206 -0.27 -0.44 -0.64 0.13
H 1.01030 4.81482 5.23766 0.03 0.01 0.13 0.54
C -1.77118 0.62175 1.18560 -0.10 0.91 0.35 -0.79
H 7.07034 0.71469 -6.85647 0.03 0.03 -0.03 0.33
H 4.11476 -3.54086 -4.32874 0.05 -0.02 0.05 0.53
C 1.16296 7.26207 7.28223 -0.10 -0.30 -0.04 -0.91
C 0.34249 3.62359 2.80389 0.10 -0.15 -0.08 -0.77
O -1.94959 -0.25141 0.07961 0.70 0.07 0.25 -0.42
H 1.83353 -4.52679 -7.73940 0.13 0.19 0.12 0.44
H 2.58421 -0.23846 -1.19861 -0.05 0.16 -0.02 0.48
C -0.89673 -3.46350 1.59155 0.19 0.63 -0.82 -0.92
C 3.68455 10.48949 7.61538 -0.06 -0.01 -0.10 0.10
H 1.14338 -5.30857 -4.86261 0.14 -0.18 0.13 0.23
H -3.42079 2.68371 1.29998 0.07 0.06 -0.03 0.44
H -2.88614 -5.00162 -5.45225 0.03 -0.17 -0.04 -0.17
H 3.78034 10.03363 10.28650 0.00 0.01 0.04 0.23
H 0.30703 -3.96915 -0.22369 -0.11 -0.05 -0.01 0.30
C -1.61214 -1.56398 0.27864 -1.71 -0.80 0.01 0.15
N 0.60976 3.08565 4.12395 -0.08 -0.01 0.08 0.25
H -3.05941 2.65984 3.04715 0.07 0.16 -0.09 0.31
H 6.53614 0.74324 -8.54433 -0.01 -0.02 -0.02 0.29
C -3.14271 -3.84004 -7.76697 -0.45 -0.44 0.13 -0.67
C 1.88386 5.41616 8.65205 0.09 -0.09 0.07 0.07
H -2.67046 -8.68668 -5.78337 -0.02 0.01 -0.18 0.45
C -3.03053 3.20924 7.35158 0.07 0.16 0.01 0.11
C 2.14524 -3.44321 -5.15431 -0.01 -0.02 0.41 0.32
H -1.56009 0.49835 6.65333 0.11 -0.04 0.04 0.28
H 1.22563 -2.74443 -2.27648 -0.01 -0.09 0.05 0.22
C -0.74701 -4.46515 -8.45628 0.06 -0.34 0.02 -1.28
H -0.66740 4.22394 5.31781 0.03 0.06 0.08 0.29
H -3.89216 0.02999 7.59593 0.03 -0.01 0.01 0.39
H -2.78478 0.29405 3.09053 0.01 0.04 0.10 0.31
H 1.25019 3.59891 2.19982 -0.03 0.03 -0.05 0.36
H 1.20060 -6.06981 -7.21758 0.06 0.01 -0.12 0.42
H -1.90561 -6.34242 -4.01717 -0.18 0.06 0.21 0.15
O 3.75877 -1.70089 -7.86036 -0.03 -0.01 0.04 -0.58
N -0.20151 -1.90799 -0.20760 0.51 -0.35 0.04 1.08
N 1.45219 6.68050 8.58333 -0.02 0.09 0.05 0.18
H 5.88225 1.91942 -7.39361 0.05 0.02 -0.03 0.33
H 2.57341 -2.86422 -5.97543 0.02 -0.03 -0.08 0.17
H -4.75018 1.24792 6.62429 -0.03 -0.02 0.02 0.30
H 2.07095 5.08006 9.68524 0.00 0.00 0.00 0.30
H 1.15764 -0.24735 -2.21661 -0.07 -0.05 -0.07 0.36
H 2.05387 7.24782 6.65673 0.00 0.05 -0.03 0.29
H -4.76521 -5.91042 -3.88232 0.11 -0.09 0.06 0.37
O 2.66658 9.83626 7.77485 0.10 0.05 0.08 -0.54
H -0.86627 0.40842 1.75575 0.00 -0.11 0.02 0.35
H 6.37481 11.50379 8.91894 0.04 0.03 -0.03 0.34
H -4.61392 2.09530 2.45211 0.00 0.05 0.18 0.45
C 1.05504 1.82805 4.22814 0.04 -0.06 0.11 -0.04
H -4.56247 -5.48182 -7.57850 -0.11 -0.01 -0.08 0.39
N 5.14206 -0.03345 -7.20244 0.07 0.09 -0.02 0.14
H -4.72702 -8.11403 -4.64150 -0.13 -0.05 -0.06 0.39
H 0.22146 7.80953 9.84834 0.00 0.01 0.05 0.34
C 0.38455 3.92684 5.29093 -0.17 0.00 -0.37 -1.02
C 4.65588 -0.91371 -8.09827 0.02 -0.06 -0.08 0.07
H -0.84630 -5.16547 -6.44015 0.02 0.08 0.25 -0.37
C 3.81174 11.06913 9.94622 -0.07 -0.05 -0.10 -0.89
H 0.83691 8.28577 7.40970 0.04 0.07 0.02 0.45
C 1.68095 -0.80274 -1.43706 0.23 -0.26 0.26 -1.08
H 1.89442 8.38058 9.71584 -0.02 0.04 0.00 0.10
H 4.00312 -1.74590 -2.88387 -0.03 0.19 0.04 0.47
C 1.23255 -5.00471 -6.96419 -0.35 -0.49 0.10 -1.04
C -1.64308 1.19064 7.49511 -0.27 0.00 0.00 -0.73
H -0.19263 -5.22019 -9.02155 -0.02 0.00 -0.08 0.43
H -2.41874 -7.00680 -6.26687 0.10 -0.12 -0.11 -0.48
H -1.62450 1.61045 0.75094 0.07 -0.04 -0.20 0.70
H -3.46152 -2.46176 -2.54856 0.00 0.00 -0.04 0.48
H -1.23522 -1.54095 2.46814 0.09 0.26 -0.26 0.32
H -0.00919 4.64843 2.88212 0.00 0.01 0.09 0.35
H -2.38147 -5.81571 -8.13940 0.06 -0.10 -0.07 0.28
H -0.33251 -2.19491 -1.17627 0.17 0.40 -0.18 0.06
C 0.18413 -3.17636 0.50823 -0.08 -0.51 0.88 -0.64
H 1.52283 6.91834 10.65649 0.00 -0.03 -0.01 0.32
H 2.61199 -2.75528 -1.18763 0.00 -0.01 0.08 0.22
H -1.50785 -4.29679 1.26417 -0.13 -0.12 0.30 0.35
H -2.57964 -3.31004 -6.99646 0.09 0.17 -0.10 0.23
C 3.09979 -3.38968 -3.95602 0.06 0.12 -0.27 -1.28
H -2.05483 3.72475 7.30692 0.03 -0.07 0.04 0.30
N -2.92318 1.86877 7.44999 0.09 -0.08 -0.04 0.12
C 3.00567 -2.06489 -3.19209 0.15 -0.21 0.13 -1.03
H -1.11801 -7.88588 -4.21922 0.04 0.02 0.04 0.37
O 1.24535 1.07007 3.28472 -0.17 -0.05 -0.18 -0.62
H 5.15276 -0.85940 -9.08030 0.00 0.01 0.00 0.26
C 0.84174 -0.83834 -0.16187 0.24 0.65 -0.10 -0.48
C -4.14541 1.08432 7.51701 0.01 0.11 0.00 -0.98
O -4.05133 -0.15647 1.59827 0.31 -0.02 0.42 -0.52
H 2.90628 -4.22463 -3.27560 -0.06 -0.02 0.04 0.49
C 5.54181 11.90402 8.33871 -0.10 -0.04 0.13 -0.92
C -4.34691 -7.41595 -5.39297 0.10 -0.11 0.25 -0.80
H -4.73826 1.38021 8.38228 -0.03 -0.02 -0.01 0.32
H 1.24287 1.52319 5.26953 0.01 0.00 -0.01 0.44
C 2.10876 -2.17048 -1.96044 -0.21 0.08 -0.39 -0.25
C 4.54831 -0.03063 -5.87947 -0.05 -0.12 -0.09 -0.79
H 1.46560 -0.97878 0.71727 -0.10 -0.25 0.08 0.60
N 4.33620 11.13820 8.59219 0.10 0.06 0.04 0.11
H -3.16481 -0.82192 -2.01139 0.16 0.14 0.03 0.29
C -3.54788 2.13103 2.22994 -0.03 -0.21 0.26 -1.55
C -0.20912 -4.49119 -7.01874 0.41 0.10 -0.43 0.74
O -4.08124 3.81516 7.31247 -0.06 -0.04 -0.05 -0.62
H 4.45078 11.64567 10.60923 0.02 0.01 -0.01 0.37
H -0.53469 -3.51640 -8.95236 -0.02 0.11 0.10 0.32
C -2.55544 -2.40000 -0.61985 0.18 0.21 -0.53 -0.88
H -2.72467 -2.28899 1.94969 -0.04 0.00 0.00 0.57
H 1.12842 -3.07123 1.03176 0.21 0.43 -0.37 0.48
C -2.23013 -4.81064 -8.53833 -0.05 0.58 0.12 -0.67
```
Positions in Å, forces in eV/Å.

The value obtained for the calculated total energy is -2509.913796 hartree. As for the net charge: +1.

The following is a quantum chemistry calculation of an isolated molecule of C5H4F6O2S in a non-equilibrium geometry, from the OMol25 dataset.

```
18
Properties=species:S:1:pos:R:3:forces:R:3:mulliken_charge:R:1
O -1.38005 -0.76243 1.98104 0.21 -0.13 -0.52 -0.61
F -5.06186 -0.17003 -0.11470 1.29 0.44 -0.27 -0.30
F -3.78165 -1.60056 0.79614 -0.07 -0.22 -0.11 -0.22
C -2.52835 1.50482 0.10878 1.72 1.46 2.18 0.81
C 0.36590 -0.19208 0.08645 -1.05 -1.42 0.59 -0.20
F -1.22120 1.99394 0.25437 -0.71 -1.17 -0.50 -0.26
C -3.84108 -0.77961 -0.24606 -1.56 0.09 -0.05 0.87
C 1.27326 0.01589 1.01973 -3.36 -0.68 1.84 -0.66
H -2.27142 0.11935 -1.36689 0.03 -0.20 -0.66 0.53
H 0.98919 -0.08467 2.09631 -0.09 -0.45 -1.07 0.25
O -1.34321 -2.37630 0.08113 0.77 1.70 -0.18 -0.61
C -2.58794 0.08662 -0.34288 1.85 -1.25 0.46 -0.81
S -1.18120 -1.01948 0.57635 -1.12 0.33 0.94 1.17
F -3.92162 -1.48045 -1.39383 0.14 -0.14 0.43 -0.26
F -3.02983 1.70060 1.33523 -0.74 -0.18 -0.54 -0.24
H 2.18544 0.44215 0.96831 2.93 1.25 -1.14 0.36
F -3.03603 2.34161 -0.76637 -1.18 0.19 -0.47 -0.24
H 0.29308 -0.10304 -0.96551 0.94 0.38 -0.95 0.41
```
Positions in Å, forces in eV/Å.

The value obtained for the calculated total energy is -1340.725816 hartree. As for the net charge: 0.

Relative energy (zero: lowest compared OMol25 entry of this formula, charge and spin) across the listed records, respectively: 323.6, 49.6, 95.8 kJ/mol.